# 1
DFT (ωB97M-V/def2-TZVPD) results for a structure of composition C2HErO3 at a distorted geometry.

The geometry in XYZ format:
```
7
C2HErO3 | the Open Molecules 2025 dataset | ωB97M-V/def2-TZVPD
O -0.162 -0.702 0.122
C -1.402 -0.159 0.044
O -1.719 0.913 0.467
C 1.025 -0.093 -0.303
O 1.025 1.041 -0.737
Er 3.332 -0.093 0.779
H -2.098 -0.908 -0.372
```

* electronic energy: -1316.71505 Eh
* net charge: +2
* max |F|: 0.09853 hartree/bohr
* spin multiplicity: 4
* ⟨S²⟩: 3.761

# 2
DFT (ωB97M-V/def2-TZVPD) results for a structure of composition C2HF2N at a distorted geometry.

The geometry in XYZ format:
```
6
C2HF2N | the Open Molecules 2025 dataset | ωB97M-V/def2-TZVPD
C 1.455 -0.658 0.428
C -1.147 0.790 -0.697
N 0.288 -0.678 0.213
F -1.886 -0.342 -0.694
F -1.555 1.580 0.297
H 2.845 -0.691 0.453
```

* electronic energy: -331.12343 Eh
* max |F|: 0.10981 hartree/bohr

electronic energy of number 1 (C2HErO3)?
-1316.71505 Eh

The highest max |F| belongs to which entry?
C2HF2N

electronic energy of number 1 (C2HErO3)?
-1316.71505 Eh

Copy entry 2 word for word.
DFT (ωB97M-V/def2-TZVPD) results for a structure of composition C2HF2N at a distorted geometry.

The geometry in XYZ format:
```
6
C2HF2N | the Open Molecules 2025 dataset | ωB97M-V/def2-TZVPD
C 1.455 -0.658 0.428
C -1.147 0.790 -0.697
N 0.288 -0.678 0.213
F -1.886 -0.342 -0.694
F -1.555 1.580 0.297
H 2.845 -0.691 0.453
```

* electronic energy: -331.12343 Eh
* max |F|: 0.10981 hartree/bohr